No. 1
Formula: C9H14S
Source: OMol25
Level of theory: wB97M-V/def2-TZVPD

Properties
Energy: -20394.523 eV
SMILES string: Cc1ccccc1.CSC
Frontier orbital gap: 9.347 eV

XYZ file:
```
24
Properties=species:S:1:pos:R:3:forces:R:3
C -0.838916 1.164888 0.248602 -1.388 -2.139 -0.294
C -1.217491 3.519632 1.573994 0.284 -0.032 0.370
S -0.421985 2.868165 0.055726 -0.042 0.187 0.625
H -1.886349 1.098408 0.551645 -0.030 0.215 0.320
H -0.911172 0.585080 -0.683333 0.422 0.901 -0.167
H -0.298294 0.444501 0.884729 0.318 1.028 0.177
H -1.988917 2.881707 2.018528 0.122 -0.278 -0.591
H -1.722641 4.436901 1.286046 0.238 0.268 0.205
H -0.489057 3.664296 2.389781 -0.182 0.267 -0.520
C 1.614703 -0.198304 -2.115417 1.278 0.963 0.137
C 1.012690 -1.068429 -1.071339 -0.959 0.345 0.693
C 1.614841 -1.209806 0.194672 -0.083 -0.555 -1.536
C -0.241555 -1.641088 -1.324530 1.252 0.488 -0.187
C 0.971960 -1.924261 1.178655 -1.497 -0.352 0.184
C -0.903467 -2.278144 -0.303898 -1.237 -0.801 0.115
C -0.340230 -2.424158 0.955496 1.448 0.576 -0.568
H 2.183806 -0.875063 -2.756606 0.078 0.590 -0.514
H 2.272902 0.603024 -1.705770 0.141 -1.040 0.133
H 2.644041 -0.884157 0.250913 -0.029 0.309 0.543
H -0.631218 -1.535260 -2.338181 -0.241 -0.063 0.380
H 1.404934 -2.044662 2.154027 0.272 -0.113 0.223
H -1.910404 -2.685391 -0.498612 0.583 0.163 0.172
H -0.864851 -2.976412 1.705169 -0.164 -0.093 0.452
H 0.946665 0.478539 -2.650294 -0.584 -0.834 -0.349
```
Positions in Å, forces in eV/Å.

***

No. 2
Formula: C9H14S
Source: OMol25
Level of theory: wB97M-V/def2-TZVPD

Properties
Energy: -20394.773 eV
SMILES string: Cc1ccccc1.CSC
Frontier orbital gap: 9.262 eV

XYZ file:
```
24
Properties=species:S:1:pos:R:3:forces:R:3
C -1.781102 0.735553 1.344348 0.328 0.117 -0.559
C -0.847431 0.812781 -2.381533 0.125 0.038 0.711
C 0.252142 1.680458 -2.336181 -0.328 -0.332 -0.820
C -1.489516 0.460763 -1.203692 -0.504 1.259 -0.060
C -1.101163 1.031362 0.018222 -0.717 -0.438 0.151
C 0.596385 2.300760 -1.156232 -0.192 -0.424 0.765
C -0.061738 1.932918 0.028747 0.789 0.429 -0.680
H -1.299112 0.449780 -3.294605 0.472 -0.032 -0.252
H 0.808412 1.849111 -3.250306 -0.071 0.325 0.016
H -2.462535 -0.001703 -1.307759 0.136 -0.598 0.329
H 1.361048 3.063958 -1.106817 0.176 -0.138 -0.133
H -2.435243 1.531302 1.679709 -0.025 0.475 -0.118
H -0.943252 0.690792 2.039156 -0.435 -0.558 0.493
H 0.287390 2.364044 0.959066 -0.189 0.074 0.088
H -2.427397 -0.142062 1.319876 0.469 -0.269 0.099
C 2.491422 -1.513096 1.474660 0.224 -0.627 -1.046
C 0.036296 -2.637336 0.498575 0.730 0.427 0.324
S 0.994259 -2.281482 2.039059 -1.107 -0.436 -0.060
H 3.070927 -2.136004 0.783088 -0.260 -0.195 0.061
H 2.244060 -0.610524 0.917255 0.436 0.443 0.607
H 3.098993 -1.477239 2.373711 0.063 0.866 -0.002
H -0.881644 -2.060782 0.410064 -0.096 -0.081 0.405
H -0.140644 -3.705788 0.516293 -0.191 -0.042 -0.322
H 0.629444 -2.337566 -0.364693 0.170 -0.285 0.004
```
Positions in Å, forces in eV/Å.

***

No. 3
Formula: C9H15BO2
Source: OMol25
Level of theory: wB97M-V/def2-TZVPD

Properties
Energy: -14346.566 eV
SMILES string: COB(OC)[C@@]12C=C[C@@H](CC1)C2
Frontier orbital gap: 9.000 eV

XYZ file:
```
27
Properties=species:S:1:pos:R:3:forces:R:3
B 0.039897 -0.594558 -1.078066 -0.156 5.296 3.682
C 1.284422 1.909849 1.786668 -0.588 0.680 0.413
C 1.017725 1.676431 0.517166 0.371 -1.030 -2.228
C -0.970068 1.269162 2.480406 -2.892 0.249 3.069
C -1.267824 1.034379 1.027956 -0.574 -2.848 -1.507
C 0.595351 -0.289240 1.764728 1.534 -2.335 -1.853
C 0.480121 0.896485 2.604485 2.235 1.295 1.983
C 0.104518 0.448957 0.502197 0.284 -1.912 -3.200
C 0.077017 -2.980078 -1.724128 1.534 1.832 -0.764
C -0.175956 -0.155427 -3.565537 -1.392 2.141 -0.004
O 0.246118 -1.844998 -0.848868 -0.484 -3.528 -0.073
O -0.178141 0.205272 -2.130696 0.018 0.283 -2.575
H 1.709718 2.785636 2.241067 0.466 0.154 0.016
H 1.362116 2.093256 -0.472055 -0.425 0.118 1.517
H -1.296848 2.282696 2.866914 0.834 -0.868 -0.573
H -1.609100 0.566495 3.160248 1.064 0.936 -1.220
H -2.078434 0.248501 0.824112 0.931 0.996 0.629
H -1.549729 1.860827 0.426879 -0.191 1.067 -0.276
H 1.667752 -0.749435 1.757872 -1.654 1.162 -0.420
H -0.035498 -1.151383 1.952494 -0.492 0.037 0.530
H 1.001203 0.768170 3.562011 -0.951 0.219 0.373
H 0.429156 -3.796971 -1.172084 0.468 -1.290 0.599
H 0.733350 -2.785192 -2.584249 -0.095 -0.573 0.130
H -0.899752 -3.183948 -2.101956 -1.005 0.338 0.135
H 0.497337 0.542798 -4.198363 -0.389 -1.492 1.522
H -1.208924 0.164241 -4.004639 1.527 -1.143 0.986
H 0.024472 -1.221925 -3.594565 0.021 0.216 -0.892
```
Positions in Å, forces in eV/Å.

***

No. 4
Formula: C9H15BO3
Source: OMol25
Level of theory: wB97M-V/def2-TZVPD

Properties
Energy: -16395.063 eV
SMILES string: CC(C)C1=CC[C@](O)(B(O)O)C=C1
Frontier orbital gap: 7.806 eV

XYZ file:
```
28
Properties=species:S:1:pos:R:3:forces:R:3
B -0.323743 2.692886 1.683216 -0.728 -0.927 -1.389
C -1.173767 -0.381164 0.277056 -0.719 -0.050 0.123
C -1.782168 0.720323 0.799209 -1.106 -2.034 -0.705
C 0.374425 0.870585 -1.069151 -0.081 -1.148 0.236
C 0.027464 -0.341914 -0.581249 0.300 1.882 0.481
C -0.430016 2.110692 -0.916529 -0.650 2.610 2.261
C -1.340480 2.107297 0.571842 1.067 0.812 -2.060
C 1.156723 -2.357038 0.528886 -0.062 1.690 -2.508
C -0.017822 -2.548103 -1.672118 -0.352 1.558 0.407
C 0.767935 -1.633353 -0.800988 2.001 1.431 0.887
O -0.427603 4.021748 1.917044 -1.116 0.092 -0.672
O 0.641649 1.913748 2.224919 0.628 0.286 0.792
O -2.530969 2.976614 0.498264 -0.271 -5.595 -1.802
H -1.516150 -1.432891 0.398860 -0.484 1.180 0.422
H -2.798777 0.663498 1.264808 1.162 -0.240 -0.061
H 1.330917 1.021326 -1.529938 0.314 -0.278 -0.673
H 0.301934 3.006839 -0.834768 -1.092 -1.310 -0.032
H -1.083002 2.422535 -1.784248 0.347 -0.776 0.884
H 1.837723 -1.608058 0.987606 -0.297 -1.379 0.479
H 1.490153 -3.316332 0.129142 0.731 0.008 1.012
H 0.191930 -2.460842 0.932586 -0.768 -0.455 1.794
H -0.866597 -2.750349 -0.984903 -0.048 -0.717 -1.302
H 0.713036 -3.337873 -1.744014 -0.704 -0.976 -1.041
H -0.269403 -1.911211 -2.570700 -0.042 -1.587 0.565
H 1.766795 -1.445465 -1.228719 -0.456 0.450 -0.491
H 0.250012 4.307347 2.488425 1.136 1.020 1.113
H 1.197040 2.428994 2.844371 -0.210 -0.674 -0.414
H -2.198460 3.741778 0.785292 1.498 5.128 1.695
```
Positions in Å, forces in eV/Å.

***

No. 5
Formula: C9H15BrN2
Source: OMol25
Level of theory: wB97M-V/def2-TZVPD

Properties
Energy: -82596.931 eV
Frontier orbital gap: 4.562 eV

XYZ file:
```
27
Properties=species:S:1:pos:R:3:forces:R:3
C -0.074700 4.113347 -1.495848 -0.209 -0.330 -0.115
C -0.189847 2.688700 -1.040046 0.799 0.545 -0.348
C 0.812318 1.741646 -1.283775 -0.511 -0.676 0.275
C 0.560745 0.464737 -0.848676 0.021 0.637 -0.311
C -0.670606 0.188310 -0.189847 -0.016 -1.158 0.168
C -0.938520 -1.219047 0.224953 -0.216 0.373 0.850
C 0.308626 -1.943810 0.708703 0.636 -0.370 1.118
C 1.029086 -1.273583 1.915682 -0.370 0.266 -0.209
C -0.108948 -3.348819 1.173256 -0.578 0.133 -0.177
N -1.584993 1.093936 0.062441 0.533 0.672 -0.414
N -1.272424 2.318146 -0.391997 -0.312 -0.125 0.176
H -0.621231 4.218986 -2.436612 -0.092 0.127 0.103
H -0.483778 4.788796 -0.745498 0.053 0.135 -0.122
H 0.961370 4.359574 -1.715269 -0.004 0.030 0.203
H 1.717269 2.012858 -1.807722 -0.030 0.055 0.023
H 1.254015 -0.352155 -1.003993 -0.062 -0.027 -0.048
H -1.399080 -1.747339 -0.615916 0.292 -0.111 -0.080
H -1.662413 -1.215660 1.048722 -0.104 0.178 -0.153
H 1.010124 -2.069513 -0.131694 -0.413 0.123 0.738
H 1.110917 -2.003014 2.721201 0.156 0.117 0.041
H 0.474124 -0.420358 2.326793 0.052 -0.001 -0.020
H 2.036786 -0.934177 1.663903 -0.040 0.035 0.023
H -0.764714 -3.821905 0.447058 0.033 0.033 0.050
H 0.757311 -4.003592 1.257572 -0.003 0.078 0.271
H -0.674908 -3.270073 2.110544 0.307 -0.054 0.164
H -1.974479 3.021933 -0.200012 -0.109 -0.120 0.066
Br 0.387949 -3.387922 -1.753921 0.185 -0.565 -2.271
```
Positions in Å, forces in eV/Å.

***

No. 6
Formula: C9H15Cl2MnN2O4Si
Source: OMol25
Level of theory: wB97M-V/def2-TZVPD

Properties
Energy: -84985.871 eV
Frontier orbital gap (alpha / beta): 7.038 / 8.297 eV
2S+1: 5

XYZ file:
```
34
Properties=species:S:1:pos:R:3:forces:R:3
Mn -0.569809 -0.013660 -1.800064 0.054 -0.037 -0.037
C 2.620265 1.376784 -3.042115 0.017 0.010 0.006
C 2.433870 0.993968 -1.610001 -0.027 -0.023 -0.019
C 3.390535 1.210422 -0.640428 0.001 0.030 0.025
C 3.131284 0.826470 0.678767 0.012 0.012 -0.023
C 1.943841 0.231477 1.036849 -0.017 -0.022 0.019
C 1.012500 -0.000084 0.016579 -0.053 0.004 -0.065
N 1.293821 0.377908 -1.256955 0.008 -0.023 -0.014
N -0.233836 -0.537031 0.037566 0.012 0.016 0.057
Si -1.112953 -1.135758 1.447392 -0.012 -0.037 -0.033
C -2.710705 -1.879521 0.860258 0.008 0.007 -0.010
C -1.423224 0.260702 2.641322 -0.007 0.021 0.009
C -0.067491 -2.473007 2.234884 0.034 0.006 -0.023
H 3.024843 0.532035 -3.602851 -0.031 -0.010 -0.003
H 3.316767 2.208652 -3.124765 0.012 -0.010 0.004
H 1.671656 1.644103 -3.501326 0.000 0.019 -0.002
H 4.324438 1.682887 -0.907195 -0.001 -0.001 -0.003
H 3.879063 1.016607 1.438588 -0.003 -0.005 0.005
H 1.720575 -0.035463 2.058434 0.010 0.003 0.001
H -3.405748 -1.121547 0.502509 -0.005 -0.004 0.003
H -3.183993 -2.411125 1.689437 0.002 0.000 0.003
H -2.545265 -2.598760 0.055498 -0.003 0.000 0.000
H -2.028493 1.032381 2.162289 0.001 0.005 0.008
H -0.500997 0.724401 2.997359 0.003 -0.004 -0.005
H -1.969730 -0.104125 3.514412 0.001 0.007 0.005
H 0.119424 -3.276453 1.519162 -0.005 -0.007 0.008
H -0.593695 -2.902696 3.090403 -0.008 0.002 0.002
H 0.899550 -2.114115 2.589969 -0.004 -0.003 0.010
O -3.698317 1.933018 -2.405374 0.022 -0.011 0.023
Cl -2.858033 1.397138 -1.410576 -0.036 0.110 -0.035
O -3.412972 1.469807 -0.110536 -0.005 -0.013 0.006
O -2.565025 -0.051117 -1.735774 0.043 -0.031 0.020
O -1.517623 1.997524 -1.445814 -0.049 -0.025 -0.001
Cl -0.384532 -0.261835 -3.977891 0.023 0.014 0.059
```
Positions in Å, forces in eV/Å.

***

Computed max |F| (eV/Å) in order:
2.567; 1.357; 6.452; 5.884; 2.347; 0.121
Computed ΔE to the lowest compared entry with this formula, charge and spin (kJ/mol) in order:
73.59; 49.46; 343.24; 22.96; 72.89; 0.00